1.
66
Properties=species:S:1:pos:R:3:lowdin_spin:R:1 method="wB97M-V/def2-TZVPD" e_above_lowest_kcal_mol=0.00 charge=+4 spin_multiplicity=5 e_homo_ev="-18.505 / -18.759"
Ir -0.1541 -0.5027 -0.9813 2.373
N -5.6414 -0.8864 -0.3973 0.000
C -4.2319 -0.8439 -0.9689 0.002
C -3.9237 -2.1998 -1.5922 0.001
C -2.5934 -2.2323 -2.3502 0.010
N -1.4098 -2.3428 -1.4297 0.099
C -2.4381 -1.0496 -3.3105 0.006
C -2.8152 0.3170 -2.7339 0.011
N -1.7134 0.8765 -1.8762 0.095
C -4.1586 0.2731 -2.0020 0.001
H -5.7501 -1.6152 0.3154 0.000
H -6.3290 -1.0861 -1.1334 0.000
H -5.9147 0.0042 0.0302 0.000
H -3.5769 -0.6404 -0.1196 0.003
H -4.7017 -2.4321 -2.3270 0.000
H -3.9526 -2.9979 -0.8448 0.000
H -2.6185 -3.1430 -2.9495 0.003
H -0.7223 -2.9300 -1.8970 0.003
H -1.6582 -2.8578 -0.5880 0.007
H -3.0701 -1.2333 -4.1814 0.000
H -1.4108 -1.0165 -3.6855 0.001
H -2.9487 1.0054 -3.5687 0.003
H -2.0842 1.5676 -1.2289 0.007
H -1.0952 1.4042 -2.4911 0.004
H -4.9198 0.0938 -2.7683 0.000
H -4.3838 1.2471 -1.5582 0.000
C 0.6689 4.8925 5.1491 0.007
O 0.8851 3.5742 4.5270 0.174
C 1.7282 3.4136 3.5559 0.164
C 2.4803 4.4474 2.9552 0.036
C 3.3841 4.1190 1.9941 0.081
C 3.5753 2.7573 1.5996 0.205
C 2.8289 1.7313 2.1382 -0.010
C 1.8941 2.0263 3.1193 0.169
N 1.2114 1.0969 3.8764 0.053
C 1.1957 -0.2488 3.8712 0.001
C 1.4885 -1.2184 2.9207 0.037
C 1.9299 -2.4615 3.5081 0.007
C 2.3809 -3.4897 2.7505 0.015
C 2.3467 -3.3587 1.3450 0.029
C 1.8210 -2.2413 0.7428 0.026
C 1.3208 -1.1563 1.4862 0.041
O 0.6658 -0.1815 0.9208 0.154
H 1.6092 5.2385 5.5711 0.004
H -0.0638 4.7196 5.9268 0.000
H 0.2843 5.5824 4.4029 0.003
H 2.3570 5.4709 3.2756 0.000
H 3.9864 4.8940 1.5381 0.002
H 4.3518 2.5264 0.8823 0.009
H 3.0251 0.7096 1.8575 -0.004
H 0.8098 1.5063 4.7161 0.002
H 0.9542 -0.6330 4.8580 0.000
H 1.9618 -2.5388 4.5886 0.000
H 2.7677 -4.3883 3.2093 0.000
H 2.7197 -4.1718 0.7339 0.001
H 1.7860 -2.1643 -0.3424 0.010
C 2.4115 -2.0466 -4.4140 0.004
S 2.5129 -0.8424 -3.1132 0.017
C 3.0799 0.5511 -4.0569 0.004
O 1.0310 -0.4986 -2.7787 0.131
H 1.7648 -1.6686 -5.2045 0.000
H 2.0295 -2.9739 -3.9919 0.000
H 3.4238 -2.2127 -4.7867 0.001
H 4.1088 0.3436 -4.3556 0.001
H 3.0549 1.4241 -3.4087 0.000
H 2.4442 0.6913 -4.9299 0.000



2.
67
Properties=species:S:1:pos:R:3:mulliken_charge:R:1 method="wB97M-V/def2-TZVPD" e_above_lowest_kcal_mol=2.77 charge=+3 e_homo_ev=-17.584
Zr -0.9798 -0.7342 0.5734 -0.028
C 1.9885 -3.4452 0.2314 -1.616
C 2.1072 -1.9858 0.6326 1.698
C 2.9249 -1.1834 -0.3653 -1.517
C 2.6096 -1.8325 2.0541 -1.411
O 0.7464 -1.4270 0.5674 0.275
Si 0.3960 1.3621 -1.0586 -0.362
S -0.9747 0.1637 -1.9017 -0.470
O 0.0564 1.3138 0.5405 1.471
C 0.4452 2.1933 1.7708 1.451
C 1.9423 2.3732 1.7536 -1.242
C -0.3163 3.4848 1.6099 -1.572
C -0.0418 1.3343 2.9205 -1.842
O 1.6021 2.2041 -1.5284 0.357
C 2.3373 2.6153 -2.8372 1.387
C 1.5404 3.7724 -3.3885 -1.574
C 2.3339 1.3985 -3.7314 -1.371
C 3.7149 3.0053 -2.3616 -1.528
H 2.9801 -3.8925 0.1679 0.526
H 1.5103 -3.5431 -0.7442 0.339
H 1.4214 -4.0110 0.9742 0.363
H 3.9604 -1.5239 -0.3557 0.562
H 2.9278 -0.1215 -0.1030 0.264
H 2.5378 -1.3122 -1.3779 0.326
H 3.5535 -2.3651 2.1666 0.476
H 1.9055 -2.2642 2.7672 0.331
H 2.7878 -0.7877 2.3093 0.229
H 2.2653 2.9791 0.9085 0.295
H 2.4597 1.4149 1.7338 0.138
H 2.2350 2.8917 2.6678 0.534
H -0.0381 3.9968 0.6869 0.385
H -0.0543 4.1487 2.4353 0.457
H -1.3951 3.3307 1.6372 0.335
H 0.5343 0.4048 2.9910 0.263
H -1.1166 1.1302 2.8345 0.506
H 0.0866 1.8614 3.8663 0.555
H 0.5255 3.4698 -3.6531 0.374
H 2.0249 4.1263 -4.2991 0.454
H 1.5073 4.6024 -2.6839 0.375
H 1.3226 1.1230 -4.0370 0.341
H 2.8230 0.5517 -3.2482 0.289
H 2.8955 1.6291 -4.6370 0.476
H 3.6684 3.8296 -1.6513 0.372
H 4.2973 3.3367 -3.2219 0.473
H 4.2334 2.1602 -1.9097 0.356
Se -1.4969 -2.8322 2.3841 0.088
Se -3.6818 -2.3571 3.0344 0.083
C -4.0457 -0.8054 1.9687 0.359
C -5.3808 -0.4255 1.9396 -0.734
C -5.7431 0.7259 1.2620 -0.336
C -4.7575 1.4798 0.6304 -1.328
C -3.4615 1.0385 0.7093 -0.090
N -3.0844 -0.0982 1.3501 0.152
C -1.8467 -3.5529 0.6172 0.694
C -2.0761 -4.8903 0.3984 -0.883
C -2.3593 -5.2895 -0.9061 -0.304
C -2.4028 -4.3383 -1.9132 -0.874
C -2.1433 -3.0148 -1.6068 -0.257
N -1.8670 -2.6193 -0.3529 -0.047
H -6.1298 -1.0273 2.4388 0.443
H -6.7808 1.0315 1.2265 0.470
H -4.9925 2.3895 0.0970 0.496
H -2.6677 1.6053 0.2330 0.574
H -2.0429 -5.5996 1.2143 0.533
H -2.5464 -6.3328 -1.1255 0.488
H -2.6287 -4.6138 -2.9338 0.488
H -2.1560 -2.2518 -2.3717 0.482



3.
72
Properties=species:S:1:pos:R:3:lowdin_spin:R:1 method="wB97M-V/def2-TZVPD" charge=+2 spin_multiplicity=3 e_homo_ev="-12.244 / -13.985"
Pt 0.1890 1.0088 -1.5090 0.097
N 4.4266 0.5202 -0.8430 0.077
C 3.1356 0.2381 -0.9700 0.000
N 2.2320 1.1426 -1.2227 0.062
C 2.6114 2.4830 -1.3628 0.142
N 1.6752 3.3766 -1.6445 0.138
N 0.4911 2.8793 -1.7788 0.337
C -0.6262 3.6291 -2.1230 0.380
C -1.7701 2.8845 -2.3541 0.058
C -2.9882 3.4412 -2.8181 0.145
C -4.0117 2.6139 -3.1910 0.012
C -3.8387 1.2256 -3.0887 0.172
C -2.6612 0.7254 -2.5605 0.027
N -1.6550 1.5045 -2.1761 0.139
C 3.9881 2.8489 -1.2153 0.044
C 4.4482 4.1668 -1.3159 0.021
C 5.7855 4.4406 -1.1373 0.013
C 6.6916 3.4105 -0.8669 0.050
C 6.2614 2.1019 -0.7701 -0.005
C 4.9135 1.8222 -0.9441 0.056
H 5.0925 -0.2150 -0.6506 0.001
H 2.8199 -0.7899 -0.8454 -0.001
H -0.5530 4.6996 -2.2468 0.014
H -3.0640 4.5162 -2.9041 0.004
H -4.9376 3.0193 -3.5740 -0.003
H -4.6166 0.5479 -3.4073 0.008
H -2.5222 -0.3377 -2.4139 -0.001
H 3.7344 4.9504 -1.5258 0.000
H 6.1378 5.4608 -1.1951 0.000
H 7.7397 3.6366 -0.7286 0.002
H 6.9545 1.2984 -0.5534 -0.001
C 1.1498 -1.5115 3.9280 0.000
N -0.1841 -1.5355 3.3345 0.000
C -1.2222 -2.1659 4.1453 0.000
P -0.5801 -0.4527 2.1742 0.000
O 0.5741 0.2591 1.5999 0.003
O -1.3631 -1.3667 1.0380 0.000
P -0.8305 -1.9957 -0.3264 0.001
O 0.0501 -1.1565 -1.1976 0.006
N -0.0052 -3.3349 0.1817 0.000
C 0.7986 -4.0597 -0.8054 0.000
C -0.6155 -4.2182 1.1745 0.000
N -2.2605 -2.3010 -1.1134 0.000
C -2.1454 -2.7823 -2.4927 0.000
C -3.4375 -2.8012 -0.4043 0.000
N -1.8883 0.4242 2.7122 0.000
C -1.6073 1.2012 3.9249 0.000
C -2.6128 1.2109 1.7176 0.000
H 1.1412 -1.0244 4.9073 0.000
H 1.8237 -0.9700 3.2697 0.000
H 1.5152 -2.5313 4.0578 0.000
H -1.2688 -1.7256 5.1452 0.000
H -1.0064 -3.2298 4.2601 0.000
H -2.1931 -2.0462 3.6690 0.000
H 1.1332 -3.3837 -1.5902 0.000
H 0.2348 -4.8815 -1.2576 0.000
H 1.6728 -4.4860 -0.3113 0.000
H -1.1724 -3.6410 1.9087 0.000
H 0.1772 -4.7624 1.6891 0.000
H -1.2806 -4.9546 0.7118 0.000
H -1.2484 -2.3709 -2.9539 0.000
H -3.0146 -2.4503 -3.0640 0.000
H -2.1036 -3.8742 -2.5469 0.000
H -3.4130 -2.4758 0.6324 0.000
H -3.5026 -3.8922 -0.4388 0.000
H -4.3338 -2.3950 -0.8773 0.000
H -1.0612 0.5918 4.6441 0.000
H -2.5534 1.5055 4.3713 0.000
H -1.0145 2.0976 3.7133 0.000
H -2.7887 0.6170 0.8239 0.000
H -2.0698 2.1234 1.4427 0.000
H -3.5769 1.4960 2.1398 0.000



| no. | electronic energy (hartree) |
| --- | --- |
| 1 | -1805.05690 |
| 2 | -6731.46422 |
| 3 | -2379.54182 |